[1]
The following is a DFT calculation (ωB97M-V with the def2-TZVPD basis set) of 13 unconnected molecules or ions with the total composition C18H62N6O13.

Calculated values
Total energy: -55223.36051 eV
HOMO: -8.599 eV
Max |F|: 10.32 eV/A
Relative energy (zero: lowest compared OMol25 entry of this formula, charge and spin): 36.0 kcal/mol

```
! RIJCOSX wB97M-V def2-TZVPD def2/J DEFGRID3
* xyz 0 1
C 0.7042 1.0693 3.4646
C 1.5180 2.3084 3.9914
O 0.7336 3.4630 3.9447
H 1.2515 0.1552 3.5319
H 0.2837 1.1501 2.4710
H -0.1731 0.8452 4.1084
H 2.3707 2.4385 3.2727
H 1.9571 2.0323 4.9983
H 1.2380 4.2340 3.5927
C -1.9114 4.3722 -0.2062
C -1.8618 4.0563 1.2433
O -0.9043 3.0294 1.4924
H -2.2018 3.5103 -0.7865
H -1.0159 4.9277 -0.4835
H -2.7679 5.0987 -0.2100
H -2.7978 3.6437 1.4836
H -1.6902 4.8859 1.8818
H -0.5382 3.1992 2.3561
C -5.6929 -0.5394 -1.5529
C -4.2127 -0.3001 -1.8005
O -3.9572 0.8125 -0.9701
H -6.2931 0.3370 -1.2744
H -5.8183 -1.3098 -0.7278
H -6.1206 -0.9818 -2.4937
H -3.8928 -0.1138 -2.7941
H -3.7657 -1.2543 -1.5156
H -4.0103 1.5913 -1.5408
C 3.8129 -0.3699 -4.0101
C 3.0174 0.5546 -3.0479
O 1.7552 0.0053 -2.6256
H 3.2589 -0.7430 -4.8565
H 4.2434 -1.2098 -3.4476
H 4.6416 0.1358 -4.5547
H 2.8447 1.4222 -3.6331
H 3.5341 0.9996 -2.1647
H 1.1310 0.6000 -2.2727
C 0.6548 -2.6002 2.8466
C -0.4536 -3.5882 3.2205
O 0.0850 -4.8210 3.4331
H 1.3471 -2.3636 3.6457
H 0.0936 -1.7231 2.6829
H 1.2007 -2.6728 1.9234
H -1.0694 -3.5940 2.2738
H -0.8906 -3.1025 4.0774
H -0.2444 -5.3695 2.7645
C -0.5071 2.0181 -3.2042
O -1.5443 1.1418 -3.2867
N 0.0323 2.3093 -2.0376
N 0.1101 2.6101 -4.1764
H -0.5483 1.9905 -1.2771
H 0.7985 2.9161 -1.8716
H -0.2607 2.2812 -5.0080
H 1.0309 3.1285 -4.2372
C -0.6214 -0.1974 0.1057
O -1.1127 -1.3821 -0.3420
N -1.2638 0.8561 0.0412
N 0.6202 0.0259 0.3017
H -2.2103 0.8280 -0.2969
H -1.0145 1.5682 0.6909
H 1.2394 -0.7828 0.2071
H 1.1247 0.8915 0.4738
C 2.4782 3.5714 -0.1094
O 2.3514 2.5450 0.8515
N 3.5516 3.8778 -0.7030
N 1.4218 4.2229 -0.4962
H 4.3738 3.2451 -0.5154
H 3.6182 4.4842 -1.4854
H 0.5091 4.0002 -0.0539
H 1.5650 4.7112 -1.3580
C -2.7431 -0.9942 2.5583
O -3.2209 -1.6066 3.7665
H -1.9235 -0.2943 2.4691
H -3.5395 -0.5886 2.0336
H -2.5055 -1.8719 1.9734
H -3.9513 -2.2099 3.4850
C 2.0707 -3.0949 -0.8218
O 2.7155 -1.8552 -0.6634
H 2.0539 -3.7237 0.0483
H 2.3750 -3.7323 -1.6204
H 0.9793 -2.8914 -1.1188
H 2.4299 -1.2553 -1.4177
C -0.9163 -5.4006 -0.2686
O -1.5069 -6.0392 0.8204
H 0.1907 -5.3784 -0.1758
H -1.1456 -4.3341 -0.3514
H -1.2385 -5.7734 -1.2119
H -2.3572 -5.5464 0.8788
C -0.6067 -2.1980 -3.9314
O -1.7663 -1.5818 -3.4682
H -0.9401 -3.2466 -4.2707
H 0.1656 -2.3199 -3.1580
H -0.1464 -1.7195 -4.8126
H -1.4616 -0.8689 -2.8504
C 3.5599 -0.8372 2.7243
O 3.7696 -1.1281 4.0909
H 2.7656 -1.4611 2.3940
H 4.3996 -1.2572 2.2006
H 3.3288 0.2106 2.6296
H 4.0303 -2.0833 4.1234
*
```


[2]
The following is a DFT calculation (ωB97M-V with the def2-TZVPD basis set) of 14 unconnected molecules or ions with the total composition C18H64N18O14.

Calculated values
Total energy: -75187.24650 eV
HOMO: -8.603 eV
Max |F|: 10.90 eV/A
Relative energy (zero: lowest compared OMol25 entry of this formula, charge and spin): 12.8 kcal/mol

```
! RIJCOSX wB97M-V def2-TZVPD def2/J DEFGRID3
* xyz 0 1
C -0.1792 -0.4173 -0.7232
C 0.3088 0.7597 0.1608
O -0.5852 0.8317 1.3348
H -0.4762 -1.3273 -0.0872
H 0.5118 -0.5513 -1.5352
H -1.0982 -0.1513 -1.2572
H 0.3188 1.6807 -0.4332
H 1.3308 0.6217 0.4628
H -0.3162 1.5777 1.8868
C 2.5338 1.6657 -2.5762
C 2.4598 3.1797 -2.3032
O 3.7268 3.3837 -1.7422
H 1.6608 1.1977 -3.1002
H 2.5108 1.1247 -1.6402
H 3.4948 1.3757 -3.0062
H 1.7358 3.5597 -1.5772
H 2.4168 3.6887 -3.2622
H 4.4058 3.3077 -2.4822
C -2.5422 0.7537 3.7208
C -2.7412 2.2317 3.2288
O -3.8402 2.3987 2.4738
H -3.4232 0.4197 4.2688
H -1.7672 0.7947 4.4518
H -2.2422 0.0437 2.9538
H -1.9102 2.5357 2.5928
H -2.8142 2.9517 4.0058
H -3.6932 2.1427 1.5398
C 1.6768 -0.5133 -5.4912
C 0.8478 -1.1513 -4.3012
O 0.4048 -2.4243 -4.6582
H 1.1588 -0.4753 -6.4482
H 2.5988 -0.9143 -5.8442
H 1.9618 0.5307 -5.3282
H -0.0582 -0.5323 -4.0792
H 1.4988 -1.0773 -3.4422
H -0.4812 -2.3773 -5.0342
C -1.2992 4.3527 -0.0352
O -0.6812 4.4337 -1.2632
N -0.5742 4.3697 0.9898
N -2.5662 4.3137 0.0628
H 0.4418 4.4147 0.8878
H -0.9542 4.5187 1.9488
H -3.0952 4.4897 -0.8362
H -3.0412 4.2917 0.9718
C -3.5712 -0.1593 -4.3252
O -3.9342 0.6917 -5.3762
N -3.7742 -1.4433 -4.2662
N -3.0102 0.3137 -3.2112
H -4.3392 -1.8613 -4.9972
H -3.5892 -2.0713 -3.4852
H -2.6362 1.3247 -3.2142
H -2.6182 -0.2483 -2.4472
C 0.5598 3.1837 4.7358
O 0.2128 2.4117 3.5938
N -0.1292 3.1067 5.8588
N 1.7068 3.8187 4.8488
H -1.0832 2.7877 5.9158
H 0.2798 3.4317 6.7728
H 2.4438 3.7147 4.1018
H 1.6898 4.6167 5.5068
C 1.4828 -1.5693 3.4438
O 1.7798 -2.5613 4.4008
N 0.2668 -1.2043 3.1628
N 2.4048 -0.9213 2.7778
H -0.4982 -1.5293 3.7668
H 0.0838 -0.5293 2.4058
H 3.3198 -1.1313 3.2088
H 2.3958 0.0487 2.5798
C 3.3918 -1.4773 -0.4662
O 4.1018 -0.3273 -0.1852
N 2.7598 -2.1053 0.4558
N 3.4218 -1.9153 -1.6972
H 2.6518 -1.6013 1.3888
H 2.4508 -3.0283 0.3758
H 3.9078 -1.4563 -2.4412
H 2.7728 -2.6693 -1.9652
C -3.8682 0.8137 -0.1812
O -3.8082 -0.5463 0.0218
N -4.9512 1.4097 -0.4872
N -2.8152 1.5707 -0.0092
H -5.8152 0.9407 -0.6532
H -5.0052 2.3787 -0.9152
H -1.9592 1.1027 0.2868
H -2.7162 2.5797 -0.1532
C -0.7152 -4.3673 2.0488
O -0.6262 -3.6703 0.9078
N -0.8802 -5.6423 2.0918
N -0.0962 -4.0753 3.1128
H -0.7202 -6.0353 1.1248
H -1.8102 -5.9403 2.3058
H 0.5078 -3.1923 3.0038
H -0.6652 -3.9313 3.9318
C 1.7878 -4.6893 -1.4982
O 2.0008 -4.6563 -0.1372
N 1.6518 -5.7893 -2.0882
N 1.4428 -3.6633 -2.2322
H 1.9518 -6.6403 -1.5832
H 1.4558 -5.8833 -3.1222
H 1.2218 -2.7993 -1.7162
H 1.2048 -3.6753 -3.2392
C 2.8008 2.5837 1.5418
O 1.9288 3.5497 1.1728
N 3.8858 2.4117 0.8188
N 2.6528 1.9717 2.6428
H 3.7538 2.8107 -0.1542
H 4.3968 1.4567 0.8128
H 1.7398 2.1017 3.1098
H 3.4878 1.4547 3.1088
C -2.0022 -3.1753 -1.6862
O -3.1162 -3.3313 -2.5272
H -1.1082 -2.8233 -2.2382
H -1.8012 -4.1703 -1.2572
H -2.1482 -2.3743 -0.9002
H -3.7752 -3.7323 -1.9422
*
```


[3]
The following is a DFT calculation (ωB97M-V with the def2-TZVPD basis set) of 15 unconnected molecules or ions with the total composition C18H66O24.

Calculated values
Total energy: -68868.92885 eV
HOMO: -9.342 eV
Max |F|: 5.76 eV/A
Relative energy (zero: lowest compared OMol25 entry of this formula, charge and spin): 116.8 kcal/mol

```
! RIJCOSX wB97M-V def2-TZVPD def2/J DEFGRID3
* xyz 0 1
O -4.2645 4.3988 5.4406
H -4.3016 3.5875 5.9444
H -3.3766 4.4071 5.1553
O -5.1023 10.5533 9.7603
H -5.5576 10.5722 10.5620
H -5.7045 10.8241 9.0899
O -3.9783 2.4818 7.4283
H -3.8496 3.0975 8.1476
H -3.1261 2.0190 7.3016
O -2.9447 4.4937 9.3748
H -3.3983 4.3609 10.2227
H -2.9805 5.3654 9.0195
O -5.2927 6.7044 10.2324
H -5.3911 6.4324 9.3427
H -4.4045 6.8883 10.4979
O -6.6738 11.6317 7.8475
H -7.4583 11.5617 8.4406
H -6.9221 12.3825 7.3800
C -8.1324 4.6736 7.3856
C -7.4513 4.4575 6.0439
O -8.2010 3.6215 5.2357
O -7.2316 5.2413 8.2490
H -8.5108 3.8221 7.7979
H -8.8811 5.3774 7.1529
H -6.4933 3.9596 6.2312
H -7.3053 5.4184 5.6351
H -7.7307 3.4805 4.3889
H -6.6477 4.5889 8.6379
C -6.5022 5.6284 1.8790
C -5.3136 6.3395 2.3689
O -4.2257 6.2713 1.5104
O -7.6291 5.7680 2.7699
H -6.1509 4.5628 1.7645
H -6.8194 5.9238 0.8732
H -5.1191 6.0301 3.3451
H -5.6487 7.3441 2.4955
H -3.7022 7.0613 1.5718
H -7.9842 4.9283 2.9215
C -1.0731 6.7370 6.9883
C -1.1887 5.2016 6.7913
O -0.3610 4.6300 5.8582
O -1.8941 7.0562 8.0755
H -1.3745 7.2670 6.1224
H -0.0132 6.9484 7.2070
H -2.1098 5.1234 6.3532
H -1.0924 4.6103 7.6934
H -0.6014 4.7888 4.9181
H -2.7680 7.0295 7.7176
C -2.2993 9.6715 4.3577
C -3.1919 8.7370 3.6032
O -2.8901 8.6661 2.1878
O -2.5351 9.5185 5.7978
H -2.4446 10.7431 4.1356
H -1.2479 9.3214 4.1822
H -4.2252 8.8920 3.6766
H -3.0237 7.7142 3.9058
H -3.0029 9.5827 1.8418
H -3.4537 9.2674 5.8693
C -8.1247 9.3524 5.1392
C -8.7348 8.0285 5.5335
O -10.1150 8.2856 5.9812
O -6.8923 8.9863 4.5447
H -8.0273 10.0947 5.9949
H -8.7921 9.7451 4.3343
H -8.2725 7.4407 6.3055
H -8.7466 7.2998 4.6697
H -10.1106 8.3970 6.9487
H -6.1057 8.9718 5.0676
C -4.9911 7.2828 6.6217
C -5.0339 8.5752 7.4000
O -5.1502 9.6258 6.4528
O -4.7362 6.1637 7.4572
H -4.3312 7.4124 5.7848
H -5.9262 6.9713 6.1684
H -4.0727 8.7781 7.9190
H -5.6235 8.6220 8.2683
H -5.6457 10.3682 6.8264
H -4.5050 5.4799 6.7905
C -5.0152 12.3309 4.5048
C -4.7408 13.2727 5.6918
O -4.1775 12.4422 6.6821
O -5.9752 12.9331 3.6906
H -5.4260 11.3297 4.6183
H -4.0167 12.3662 4.0351
H -5.6688 13.6965 6.0993
H -4.0398 14.1660 5.5465
H -3.2303 12.5537 6.6619
H -5.6116 13.1231 2.7976
C -0.7934 10.9544 10.0983
C -1.5017 11.2809 8.7447
O -2.7740 11.7154 9.0519
O 0.5086 10.4606 9.8839
H -1.2855 10.1417 10.6198
H -0.6855 11.7856 10.7710
H -1.5079 10.4137 8.0940
H -0.9977 12.0904 8.2657
H -3.3328 10.9545 9.3171
H 0.6360 9.9185 10.6897
C -8.3469 8.6114 9.7439
C -9.0975 9.8296 9.0235
O -8.5721 11.0279 9.5299
O -8.7965 7.4851 8.9795
H -8.6443 8.6415 10.8693
H -7.2611 8.5612 9.8126
H -10.1668 9.6804 9.1338
H -9.1411 9.7585 8.0195
H -8.6970 11.0408 10.4742
H -8.2957 6.7561 9.0596
*
```


[4]
The following is a DFT calculation (ωB97M-V with the def2-TZVPD basis set) of 15 unconnected molecules or ions with the total composition C18H66O24.

Calculated values
Total energy: -68868.78712 eV
HOMO: -8.690 eV
Max |F|: 5.07 eV/A
Relative energy (zero: lowest compared OMol25 entry of this formula, charge and spin): 120.0 kcal/mol

```
! RIJCOSX wB97M-V def2-TZVPD def2/J DEFGRID3
* xyz 0 1
O 6.3880 -8.3240 23.4940
H 5.7630 -9.0900 23.3030
H 7.1810 -8.6260 23.0420
O 3.1190 -10.4680 19.6000
H 3.3440 -11.4020 19.5660
H 2.2870 -10.3310 19.1660
O 4.7450 -10.0420 22.7050
H 3.9940 -10.6660 22.7260
H 4.8860 -10.0390 21.7740
O 8.2760 -9.7240 19.1420
H 9.0170 -10.2440 19.3460
H 7.7390 -10.0780 18.4590
O 5.6650 -8.8030 20.1080
H 6.5790 -9.1820 20.0120
H 5.7480 -7.9490 19.6480
O 3.1830 -12.8630 18.4490
H 2.7720 -12.4530 17.6970
H 2.6450 -13.6680 18.5030
C 11.1870 -10.5020 19.6070
C 12.4560 -11.1990 19.5690
O 13.1770 -11.1840 20.7720
O 10.2830 -11.2110 20.4460
H 10.7160 -10.2710 18.6360
H 11.3160 -9.4680 19.8810
H 13.1320 -10.8180 18.8480
H 12.4090 -12.2260 19.2960
H 13.9050 -11.7150 20.7780
H 10.7410 -11.7140 21.0510
C 5.5470 -8.7360 16.3600
C 7.0660 -8.6520 16.3650
O 7.4180 -7.7610 15.3470
O 5.1530 -9.9220 17.1660
H 5.2530 -9.0540 15.3700
H 5.2620 -7.7450 16.5840
H 7.3170 -9.6940 16.0040
H 7.3890 -8.3440 17.3600
H 7.5780 -8.2580 14.5220
H 5.3940 -9.7040 18.0410
C 5.5930 -12.2210 20.1700
C 6.8910 -12.4000 21.0220
O 6.9620 -11.4050 21.9930
O 5.6010 -13.4400 19.4150
H 5.5370 -11.3220 19.5450
H 4.7220 -12.3420 20.8020
H 7.7700 -12.3420 20.4580
H 7.0320 -13.3670 21.3900
H 6.1230 -11.2630 22.3750
H 4.8840 -13.3810 18.8000
C 10.0910 -8.3310 22.2800
C 10.5130 -7.6920 23.5580
O 11.6880 -6.8520 23.3050
O 8.8060 -8.9670 22.4930
H 10.7550 -9.1770 22.1750
H 10.1630 -7.6470 21.3860
H 10.8660 -8.4430 24.2340
H 9.7010 -7.0880 24.0660
H 12.4120 -7.3560 22.8740
H 8.8970 -9.8630 22.1890
C 4.5180 -15.8890 21.1760
C 4.5860 -16.7150 19.8820
O 5.4050 -17.7980 20.0510
O 3.6290 -14.8020 21.1040
H 5.5590 -15.4370 21.3170
H 4.2690 -16.4940 22.0540
H 5.1000 -16.1160 19.1370
H 3.6180 -17.0020 19.5190
H 5.0160 -18.3650 19.3960
H 4.0740 -13.9520 21.0780
C 1.6490 -11.7440 24.3600
C 2.3890 -12.5300 23.3240
O 2.9020 -11.8650 22.2270
O 0.8350 -12.5990 25.0920
H 1.0770 -11.0090 23.7440
H 2.2790 -11.2290 25.0510
H 1.6610 -13.2710 22.9370
H 3.1940 -13.1300 23.7610
H 2.2050 -11.2850 21.8770
H -0.0350 -12.4920 24.7570
C 8.8270 -15.6310 18.7830
C 9.4780 -14.7730 19.8590
O 10.7200 -15.2840 20.2560
O 7.5690 -15.0600 18.3440
H 8.6880 -16.6740 19.0430
H 9.6230 -15.6540 18.0090
H 8.8950 -14.8940 20.7640
H 9.5560 -13.7200 19.6440
H 11.3650 -15.2760 19.5210
H 7.1010 -14.7580 19.0850
C 8.9300 -12.1810 17.2040
C 8.8760 -12.9580 15.8750
O 7.8920 -12.4360 15.0730
O 7.6190 -12.0820 17.6580
H 9.2510 -11.1250 17.0710
H 9.5300 -12.7190 17.9190
H 8.7920 -14.0020 15.8830
H 9.8130 -12.6310 15.4140
H 7.1310 -12.0590 15.5630
H 7.1870 -12.9670 17.6320
C 5.3490 -15.5420 16.1080
C 5.5390 -15.6690 14.5740
O 6.7230 -15.1070 14.2370
O 4.0110 -15.8630 16.4830
H 5.6070 -14.5010 16.3240
H 6.0260 -16.2670 16.6280
H 4.7060 -15.1750 13.9820
H 5.4900 -16.7400 14.2840
H 6.6140 -14.1800 14.2930
H 3.4370 -15.2140 16.1170
*
```


> Look up the total energy of the second one.

-75187.24650 eV


> Which of these has the highest total energy?

C18H62N6O13


> Look up the max |F| of the second one.

10.90 eV/A